11 unconnected molecules or ions with the total composition C24H70O11 in a non-equilibrium geometry, computed with ωB97M-V with the def2-TZVPD basis set.

Bonds (Å) are listed after each position.
Atoms and positions in Å:
1 C -0.685 5.380 -4.035  C2 1.504, H5 1.090, H6 1.090, H7 1.090
2 C -1.675 4.312 -4.413  C1 1.504, C3 1.527, O4 1.419, H8 1.090
3 C -1.596 2.971 -3.685  C2 1.527, H9 1.090, H10 1.090, H11 1.090
4 O -2.955 4.899 -4.238  C2 1.419, H12 0.960
5 H 0.262 4.841 -4.063  C1 1.090
6 H -0.871 5.689 -3.007  C1 1.090
7 H -0.626 6.233 -4.711  C1 1.090
8 H -1.549 4.048 -5.463  C2 1.090
9 H -0.662 2.419 -3.787  C3 1.090
10 H -2.317 2.216 -3.996  C3 1.090
11 H -1.622 3.182 -2.616  C3 1.090
12 H -3.430 4.387 -4.896  O4 0.960
13 C -4.099 4.333 6.448  C14 1.557, H17 1.090, H18 1.090, H19 1.090
14 C -5.408 4.748 7.181  C13 1.557, C15 1.545, O16 1.386, H20 1.090
15 C -5.423 6.222 7.645  C14 1.545, H21 1.090, H22 1.090, H23 1.090
16 O -6.473 4.719 6.293  C14 1.386, H24 0.960
17 H -3.894 5.137 5.741  C13 1.090
18 H -4.425 3.407 5.973  C13 1.090
19 H -3.135 4.289 6.955  C13 1.090
20 H -5.655 4.152 8.060  C14 1.090
21 H -6.436 6.502 7.933  C15 1.090
22 H -5.232 6.927 6.836  C15 1.090
23 H -4.742 6.539 8.435  C15 1.090
24 H -6.286 5.187 5.476  O16 0.960
25 C -0.353 -1.323 0.318  C26 1.524, H29 1.090, H30 1.090, H31 1.090
26 C -1.057 -0.194 1.060  C25 1.524, C27 1.528, O28 1.414, H32 1.090
27 C -1.191 -0.251 2.581  C26 1.528, H33 1.090, H34 1.090, H35 1.090
28 O -0.326 0.959 0.694  C26 1.414, H36 0.960
29 H 0.726 -1.167 0.307  C25 1.090
30 H -0.699 -1.589 -0.681  C25 1.090
31 H -0.529 -2.231 0.895  C25 1.090
32 H -2.065 -0.207 0.646  C26 1.090
33 H -1.505 0.665 3.080  C27 1.090
34 H -0.213 -0.464 3.012  C27 1.090
35 H -1.812 -1.090 2.895  C27 1.090
36 H -0.754 1.756 1.016  O28 0.960
37 C 2.028 6.070 1.263  C38 1.571, H41 1.090, H42 1.090, H43 1.090
38 C 3.270 6.964 0.906  C37 1.571, C39 1.605, O40 1.350, H44 1.090
39 C 3.139 8.426 0.258  C38 1.605, H45 1.090, H46 1.090, H47 1.090
40 O 4.066 7.061 1.991  C38 1.350, H48 0.960
41 H 1.369 6.408 2.063  C37 1.090
42 H 2.437 5.090 1.508  C37 1.090
43 H 1.525 5.939 0.305  C37 1.090
44 H 3.801 6.297 0.226  C38 1.090
45 H 3.907 8.747 -0.446  C39 1.090
46 H 2.980 9.227 0.979  C39 1.090
47 H 2.294 8.480 -0.428  C39 1.090
48 H 3.855 7.926 2.350  O40 0.960
49 C 0.692 -7.397 -0.690  C50 1.573, H53 1.090, H54 1.090, H55 1.090
50 C -0.510 -6.803 -1.512  C49 1.573, C51 1.486, O52 1.425, H56 1.090
51 C -0.924 -7.756 -2.574  C50 1.486, H57 1.090, H58 1.090, H59 1.090
52 O -1.612 -6.531 -0.651  C50 1.425, H60 0.960
53 H 0.482 -8.337 -0.179  C49 1.090
54 H 1.070 -6.668 0.027  C49 1.090
55 H 1.503 -7.739 -1.333  C49 1.090
56 H -0.160 -5.943 -2.084  C50 1.090
57 H -1.505 -7.291 -3.371  C51 1.090
58 H -1.634 -8.479 -2.174  C51 1.090
59 H -0.149 -8.386 -3.010  C51 1.090
60 H -2.037 -7.388 -0.577  O52 0.960
61 C 0.278 -1.214 -9.177  C62 1.537, H65 1.090, H66 1.090, H67 1.090
62 C -0.197 -1.135 -7.717  C61 1.537, C63 1.489, O64 1.460, H68 1.090
63 C 0.665 -1.682 -6.634  C62 1.489, H69 1.090, H70 1.090, H71 1.090
64 O -0.290 0.285 -7.392  C62 1.460, H72 0.960
65 H 0.397 -2.262 -9.450  C61 1.090
66 H 1.217 -0.671 -9.285  C61 1.090
67 H -0.508 -0.751 -9.773  C61 1.090
68 H -1.196 -1.572 -7.727  C62 1.090
69 H 1.699 -1.338 -6.632  C63 1.090
70 H 0.682 -2.772 -6.635  C63 1.090
71 H 0.143 -1.359 -5.733  C63 1.090
72 H -1.065 0.675 -7.802  O64 0.960
73 C 5.101 -5.719 -4.092  C74 1.467, H77 1.090, H78 1.090, H79 1.090
74 C 5.261 -4.286 -3.824  C73 1.467, C75 1.569, O76 1.417, H80 1.090
75 C 4.661 -3.842 -2.444  C74 1.569, H81 1.090, H82 1.090, H83 1.090
76 O 6.564 -3.785 -4.071  C74 1.417, H84 0.960
77 H 4.086 -6.029 -3.845  C73 1.090
78 H 5.604 -6.245 -3.280  C73 1.090
79 H 5.531 -6.094 -5.021  C73 1.090
80 H 4.586 -3.914 -4.595  C74 1.090
81 H 5.353 -3.251 -1.845  C75 1.090
82 H 4.604 -4.722 -1.803  C75 1.090
83 H 3.689 -3.356 -2.530  C75 1.090
84 H 6.458 -2.846 -3.901  O76 0.960
85 C 2.141 -4.328 5.118  C86 1.558, H89 1.090, H90 1.090, H91 1.090
86 C 2.888 -3.638 6.299  C85 1.558, C87 1.516, O88 1.387, H92 1.090
87 C 2.007 -3.574 7.531  C86 1.516, H93 1.090, H94 1.090, H95 1.090
88 O 4.016 -4.406 6.551  C86 1.387, H96 0.960
89 H 1.212 -3.839 4.824  C85 1.090
90 H 1.914 -5.386 5.254  C85 1.090
91 H 2.748 -4.140 4.233  C85 1.090
92 H 3.191 -2.633 6.005  C86 1.090
93 H 2.384 -3.070 8.421  C87 1.090
94 H 1.499 -4.521 7.714  C87 1.090
95 H 1.130 -3.014 7.209  C87 1.090
96 H 3.724 -5.113 7.130  O88 0.960
97 O -4.139 -3.466 0.922  H98 0.957, H99 0.957
98 H -3.287 -3.877 0.780  O97 0.957
99 H -4.584 -4.044 1.541  O97 0.957
100 O -5.127 2.081 2.383  H101 0.957, H102 0.957
101 H -5.269 2.868 2.909  O100 0.957
102 H -4.175 2.005 2.317  O100 0.957
103 O -2.126 4.454 1.791  H104 0.957, H105 0.957
104 H -2.359 5.024 2.524  O103 0.957
105 H -2.288 4.986 1.012  O103 0.957

The strongest force on any atom is 3.04 eV/A. The LUMO energy comes out at 0.14 eV. The SMILES is CC(C)O.CC(C)O.CC(C)O.CC(C)O.CC(C)O.CC(C)O.CC(C)O.CC(C)O.O.O.O. As for the energy above the lowest of the compared OMol25 structures with the same formula, charge and spin: 4.111 eV.